This record from OMol25 describes a single C13H19P molecule at a distorted geometry. The level of theory is ωB97M-V/def2-TZVPD.

Bonds (Å) are listed after each position.
Element x y z (Å)
1 C 2.295 0.173 1.054  C2 1.326, H15 1.126
2 C 1.129 -0.453 0.985  C1 1.326, C3 1.580, C4 1.410
3 C -0.118 0.139 0.217  C2 1.580, C5 1.468, C7 1.370
4 C 0.594 -1.629 1.552  C2 1.410, C6 1.448, C8 1.494
5 C -1.210 -0.830 0.372  C3 1.468, C6 1.354, C9 1.483
6 C -0.788 -1.835 1.175  C4 1.448, C5 1.354, C10 1.508
7 C -0.173 1.353 -0.416  C3 1.370, C11 1.507, P14 1.815
8 C 1.216 -2.382 2.682  C4 1.494, H16 1.079, H17 1.087, H18 1.074
9 C -2.434 -0.840 -0.467  C5 1.483, H19 1.056, H20 1.084, H21 1.038
10 C -1.440 -3.174 1.418  C6 1.508, H22 1.106, H23 1.034, H24 1.062
11 C -1.503 2.041 -0.583  C7 1.507, H25 1.057, H26 1.029, H27 1.071
12 C 2.307 1.294 -1.976  P14 1.866, H28 1.191, H29 1.054, H30 1.018
13 C 0.685 3.609 -2.183  P14 1.932, H31 1.092, H32 1.078, H33 1.022
14 P 1.279 2.356 -0.837  C7 1.815, C12 1.866, C13 1.932
15 H 3.231 -0.451 1.006  C1 1.126
16 H 0.574 -2.240 3.537  C8 1.079
17 H 2.128 -1.881 2.995  C8 1.087
18 H 1.375 -3.434 2.532  C8 1.074
19 H -2.929 -1.773 -0.453  C9 1.056
20 H -2.107 -0.740 -1.495  C9 1.084
21 H -3.073 -0.159 -0.014  C9 1.038
22 H -0.918 -3.642 2.273  C10 1.106
23 H -1.403 -3.877 0.661  C10 1.034
24 H -2.372 -3.010 1.901  C10 1.062
25 H -1.469 3.046 -0.908  C11 1.057
26 H -2.070 2.003 0.276  C11 1.029
27 H -2.108 1.529 -1.303  C11 1.071
28 H 1.455 1.015 -2.761  C12 1.191
29 H 3.189 1.751 -2.329  C12 1.054
30 H 2.477 0.378 -1.566  C12 1.018
31 H 1.690 4.008 -2.336  C13 1.092
32 H 0.264 3.168 -3.072  C13 1.078
33 H 0.226 4.489 -1.938  C13 1.022

Summary:
- Frontier orbital gap (alpha / beta): 6.4 / 6.8 eV
- F_max: 5.2 eV/Å
- Charge: 0
- HOMO (alpha / beta): -6.8 / -7.3 eV
- Calculated total energy: -847.8765 hartree
- Energy relative to the best compared isomer or geometry (same formula, charge and spin): 131.0 kcal per mole

These are the natural (NBO) partial charges, in e, on atoms 1 to 6: C -0.17; C -0.22; C -0.06; C 0.05; C 0.00; C 0.04